{"formula": "CHNO3S2", "method": "ωB97M-V/def2-TZVPD", "symbols": ["C", "N", "O", "O", "O", "S", "S", "H"], "positions_angstrom": [[-1.55749, -0.00974, -0.26646], [-0.54071, 0.44491, 0.49571], [1.57443, 0.38088, 1.75021], [-1.62309, -0.42059, -1.45637], [1.81415, -2.35652, -0.25245], [1.80462, 1.68013, -0.82533], [1.05868, 0.19479, 0.35147], [-2.53059, 0.08616, 0.20323]], "forces_ev_per_a": [[1.35, 0.11, -2.02], [-1.24, -0.91, 0.01], [-0.26, -0.59, -1.33], [0.45, 0.20, 1.38], [-0.15, 0.46, 0.17], [0.02, -0.34, -0.06], [0.30, 0.84, 1.01], [-0.48, 0.24, 0.84]], "nbo_charge": [0.490, -0.924, -0.969, -0.717, -0.748, -0.717, 1.529, 0.056], "homo_energy_ev": [-0.21, 0.11], "energy_ev": -30350.7591, "e_above_lowest_ev": 4.284, "charge": -2, "lumo_energy_ev": [5.86, 6.09], "homo_lumo_gap_ev": [6.08, 5.97]}